# 1
This record from the OMol25 dataset describes a cluster of 2 separate species, C6H16NOS in total at a distorted geometry. The level of theory is ωB97M-V with the def2-TZVPD basis set.

Cartesian coordinates (Å):
C -1.218002 -0.028684 1.212665
C 3.417157 -0.688328 -0.523409
C -1.967800 -1.204105 -1.144046
C -1.222920 1.402603 0.980022
C 0.075807 1.873379 0.298331
C 2.341821 -1.235896 0.019635
N 0.095727 1.222225 -0.993482
O -0.657428 -2.473866 0.677485
S -0.455277 -0.974382 -0.133375
H -0.785749 -0.329632 2.209820
H -0.079014 -2.967932 1.283403
H 3.684944 0.298681 -0.535722
H 4.252876 -1.213165 -0.945643
H -2.392905 -0.298299 -1.399644
H -1.846762 -1.584861 -2.116569
H -2.670373 -1.726882 -0.518247
H -1.938112 1.691754 0.287184
H -1.412322 1.979388 1.786967
H 0.030329 3.008284 0.189945
H 0.954868 1.756431 0.787223
H 1.627109 -0.545026 0.538493
H 2.285281 -2.373220 0.053190
H -0.608797 1.648599 -1.570388
H -2.203177 -0.423298 1.347578
H 1.018777 0.946439 -1.376468

Force components x, y, z for each atom (eV/Å):
0.259 -1.512 1.888
0.203 -1.924 -0.020
0.582 -0.418 1.393
2.790 0.393 -2.132
-2.572 2.630 -1.304
0.711 -0.410 0.650
0.283 -1.161 0.381
-1.353 0.470 -0.987
-1.243 -2.238 0.571
0.463 0.279 -1.278
0.650 1.063 -0.459
-0.153 2.809 0.284
-0.134 -0.957 -0.292
-0.685 2.482 0.206
0.917 -1.440 -0.850
-0.070 -0.544 0.042
-1.821 0.287 -1.384
-0.556 1.496 3.053
-0.119 -1.249 0.011
2.605 -1.025 1.837
1.098 -1.144 -0.301
-0.453 1.754 0.071
0.509 -0.046 -0.905
-0.804 -0.411 -0.406
-1.106 0.815 -0.070

Computed properties:
* HOMO-LUMO gap: 10.28 eV
* energy relative to the best compared isomer or geometry (same formula, charge and spin): 2.726 eV
* net charge: +1
* largest force on an atom: 0.0759 Eh/bohr
* E_HOMO: -13.29 eV

Electronic structure analysis, Mulliken charges in units of e: number 1, C, carries -0.527; number 2, C, carries -0.810; number 3, C, carries -1.118; number 4, C, carries -0.827; number 5, C, carries -0.700; number 6, C, carries -0.069; number 7, N, carries -0.471; number 8, O, carries -0.584; number 9, S, carries 0.656; number 10, H, carries 0.382; number 11, H, carries 0.327; number 12, H, carries 0.319; number 13, H, carries 0.263; number 14, H, carries 0.400; number 15, H, carries 0.391; number 16, H, carries 0.391; number 17, H, carries 0.314; number 18, H, carries 0.501; number 19, H, carries 0.363; number 20, H, carries 0.429; number 21, H, carries 0.246; number 22, H, carries 0.145; number 23, H, carries 0.224; number 24, H, carries 0.522; number 25, H, carries 0.232

# 2
This record from the OMol25 dataset describes a cluster of 2 separate species, C6H16NS in total at a distorted geometry. The level of theory is ωB97M-V with the def2-TZVPD basis set.

Cartesian coordinates (Å):
C -1.273388 0.187662 2.682413
C 0.182571 0.646775 2.797253
C 0.428844 1.917723 1.975632
S 0.079433 1.747967 0.189795
H -1.927614 0.917213 3.167259
H -1.402668 -0.772351 3.205648
H -1.518996 -0.025548 1.646217
H 0.447541 0.775514 3.857489
H 0.846150 -0.154600 2.450408
H 1.458685 2.266128 2.114162
H -0.261559 2.675057 2.361193
C -0.545511 -1.235804 -2.234185
C 0.757319 -1.626213 -1.531921
C 1.866696 -1.965682 -2.538620
N -1.546795 -0.806827 -1.256198
H -0.896708 -2.130087 -2.763960
H -0.322723 -0.475055 -3.002022
H 0.576945 -2.533640 -0.951156
H 1.077867 -0.820760 -0.872737
H 2.192564 -1.099692 -3.128637
H 1.630135 -2.831575 -3.160449
H 2.776671 -2.152778 -1.961699
H -2.431896 -0.658440 -1.732063
H -1.263493 0.128350 -0.896591

Force components x, y, z for each atom (eV/Å):
0.537 -0.774 0.611
-0.004 -0.264 -0.271
-0.248 -0.126 0.030
0.296 0.164 -0.095
-0.180 0.013 -0.363
-0.026 0.179 0.120
-0.199 0.450 -0.104
-0.086 0.287 -0.023
-0.074 0.056 -0.204
-0.132 0.011 0.074
0.195 0.190 0.148
0.288 -0.125 0.257
0.002 -0.206 -0.847
0.577 0.643 0.751
-0.003 0.513 -0.285
-0.184 0.087 -0.049
-0.003 -0.031 0.097
-0.116 0.157 0.286
-0.082 0.036 0.092
-0.574 -0.134 -0.299
0.056 0.139 -0.104
0.012 -0.535 -0.025
0.006 -0.035 0.023
-0.060 -0.694 0.179

Computed properties:
* HOMO-LUMO gap: 6.37 eV
* energy relative to the best compared isomer or geometry (same formula, charge and spin): 0.278 eV
* net charge: -1
* largest force on an atom: 0.0223 Eh/bohr
* E_HOMO: -2.55 eV

Electronic structure analysis, Mulliken charges in units of e: number 1, C, carries -0.845; number 2, C, carries -0.416; number 3, C, carries -0.678; number 4, S, carries -0.605; number 5, H, carries 0.303; number 6, H, carries 0.302; number 7, H, carries 0.129; number 8, H, carries 0.334; number 9, H, carries 0.227; number 10, H, carries 0.265; number 11, H, carries 0.206; number 12, C, carries -0.556; number 13, C, carries 0.024; number 14, C, carries -1.298; number 15, N, carries -0.522; number 16, H, carries 0.338; number 17, H, carries 0.270; number 18, H, carries 0.208; number 19, H, carries 0.125; number 20, H, carries 0.337; number 21, H, carries 0.323; number 22, H, carries 0.350; number 23, H, carries 0.196; number 24, H, carries -0.015

# 3
This record from the OMol25 dataset describes a cluster of 2 separate species, C6H16NS in total at a distorted geometry. The level of theory is ωB97M-V with the def2-TZVPD basis set.

Cartesian coordinates (Å):
C -1.358890 1.383387 1.051901
C 3.388646 -0.761420 0.335974
C -0.544478 1.331538 -1.303966
C -2.783944 0.896565 1.100934
C -0.286226 -1.979113 -0.582540
C -0.775855 0.575063 -0.018383
N -0.486800 -0.705961 0.161437
S 2.649294 -1.250044 -1.250313
H -2.875541 -0.229615 1.547420
H -1.188761 2.539904 0.905529
H 2.715076 -0.000042 0.727418
H 3.572833 -1.507850 1.014431
H -1.471752 2.057747 -1.599334
H 0.247098 2.075555 -1.260643
H -0.479373 0.594440 -2.076057
H -3.270936 0.997790 0.102992
H -0.907185 1.159381 2.044318
H -3.154596 1.471582 1.926318
H -0.752918 -2.641293 0.120968
H -0.509500 -1.996176 -1.611131
H 0.820268 -2.063712 -0.516960
H -0.299082 -1.041489 1.148391
H 4.254472 -0.117025 0.100471
H 3.498152 -0.789207 -2.069169

Force components x, y, z for each atom (eV/Å):
1.955 1.115 1.503
-0.293 3.561 -2.118
-3.477 0.468 -0.668
-0.792 -2.139 0.970
2.205 1.380 1.421
1.755 -0.386 -0.963
-0.109 1.238 1.546
-0.995 -0.967 1.101
0.415 2.555 -1.531
-0.672 -2.387 -0.048
-0.224 -0.300 0.502
0.559 -1.896 1.287
1.814 -1.953 0.983
0.520 -0.529 0.324
0.641 0.045 -0.921
-0.147 -0.033 1.131
-0.095 0.054 -0.559
-1.316 0.532 -0.123
-0.464 -1.001 -0.661
-0.884 0.054 -0.973
-1.081 -0.821 -0.098
-1.075 1.436 -1.067
0.021 -0.853 0.256
1.738 0.826 -1.295

Computed properties:
* HOMO-LUMO gap: 8.47 eV
* energy relative to the best compared isomer or geometry (same formula, charge and spin): 2.603 eV
* net charge: +1
* largest force on an atom: 0.0808 Eh/bohr
* E_HOMO: -12.54 eV

Electronic structure analysis, Mulliken charges in units of e: number 1, C, carries -0.575; number 2, C, carries -0.750; number 3, C, carries -1.159; number 4, C, carries -0.954; number 5, C, carries -0.805; number 6, C, carries 0.573; number 7, N, carries -0.073; number 8, S, carries -0.186; number 9, H, carries 0.265; number 10, H, carries 0.336; number 11, H, carries 0.184; number 12, H, carries 0.320; number 13, H, carries 0.338; number 14, H, carries 0.337; number 15, H, carries 0.356; number 16, H, carries 0.339; number 17, H, carries 0.328; number 18, H, carries 0.374; number 19, H, carries 0.319; number 20, H, carries 0.385; number 21, H, carries 0.239; number 22, H, carries 0.353; number 23, H, carries 0.351; number 24, H, carries 0.104

# 4
This record from the OMol25 dataset describes a cluster of 2 separate species, C6H16O in total at a distorted geometry. The level of theory is ωB97M-V with the def2-TZVPD basis set.

Cartesian coordinates (Å):
C -1.413406 1.487316 2.499807
C -1.142383 1.885046 1.004722
C -0.796208 0.533955 0.257727
C 0.461762 0.581337 -0.605668
C 1.711047 1.225937 -0.135780
C 2.685739 0.272127 0.645253
H -0.547045 0.828321 2.792348
H -1.483501 2.354349 3.104598
H -2.311501 0.825878 2.534792
H -2.241459 2.281254 0.736310
H -0.541732 2.806295 0.855376
H -0.599423 -0.142876 1.068137
H -1.664302 0.190775 -0.299645
H 0.250677 1.007027 -1.687066
H 0.489366 -0.539012 -0.934927
H 2.133966 1.637145 -1.019933
H 1.414093 2.042436 0.658685
H 2.241419 -0.605939 0.920547
H 2.884969 0.890861 1.422349
H 3.534507 0.182676 0.027111
O -1.202677 -5.012813 -3.315909
H -1.042117 -4.131073 -2.914076
H -1.935801 -5.439912 -2.733698

Force components x, y, z for each atom (eV/Å):
1.423 -1.457 -1.475
-3.791 0.114 0.256
0.428 2.580 0.372
-2.401 -2.046 -4.137
-0.708 -0.038 2.835
-0.956 2.554 -3.065
-0.758 0.832 0.327
-0.278 0.585 0.905
0.548 0.726 0.134
2.303 -0.841 -0.212
0.197 -1.028 0.172
-0.008 -0.707 0.218
0.111 -0.117 -0.103
-0.198 -0.309 2.113
1.044 1.557 0.671
0.894 0.730 -0.209
0.585 -1.087 -2.003
-0.984 -2.307 0.669
1.364 0.984 2.930
1.186 -0.725 -0.400
-1.754 -0.372 1.830
-0.247 -0.894 -0.308
2.002 1.269 -1.521

Computed properties:
* HOMO-LUMO gap: 10.99 eV
* energy relative to the best compared isomer or geometry (same formula, charge and spin): 2.199 eV
* net charge: 0
* structure (SMILES): CCCCCC.O
* largest force on an atom: 0.1012 Eh/bohr
* E_HOMO: -10.36 eV

Electronic structure analysis, Mulliken charges in units of e: number 1, C, carries -1.192; number 2, C, carries -0.384; number 3, C, carries -0.744; number 4, C, carries -0.694; number 5, C, carries -0.089; number 6, C, carries -1.403; number 7, H, carries 0.279; number 8, H, carries 0.373; number 9, H, carries 0.317; number 10, H, carries 0.239; number 11, H, carries 0.425; number 12, H, carries 0.357; number 13, H, carries 0.322; number 14, H, carries 0.313; number 15, H, carries 0.252; number 16, H, carries 0.395; number 17, H, carries 0.083; number 18, H, carries 0.428; number 19, H, carries 0.370; number 20, H, carries 0.354; number 21, O, carries -0.656; number 22, H, carries 0.323; number 23, H, carries 0.333